Record 1
Molecular formula: C44H47CaF6Ge2NO2PS
Method: DFT, ωB97M-V/def2-TZVPD

Results
LUMO level (alpha / beta)   3.82 / 1.87 eV
Energy relative to the best compared isomer or geometry (same formula, charge and spin)   3.000 eV
Charge   -2
HOMO energy (alpha / beta)   -0.595 / -0.592 eV
Kohn-Sham gap (alpha / beta)   4.42 / 2.46 eV
Multiplicity   2

```
105
Properties=species:S:1:pos:R:3:mulliken_spin:R:1
Ca 1.37352 0.20941 1.94293 0.00
O 0.25892 0.43321 3.65923 0.02
C 0.92992 1.43281 3.99373 0.04
O 1.67502 2.01881 3.17323 0.00
C 0.86452 1.91361 5.39703 -0.03
C 1.47792 3.12041 5.71253 0.00
C 1.51602 3.59051 7.00933 -0.01
C 0.94222 2.82821 8.02423 0.00
C 0.31762 1.64221 7.72923 0.01
C 0.24472 1.15221 6.41243 -0.01
S -0.59198 -0.30599 6.14473 0.97
H 1.92812 3.68091 4.90423 0.00
H 1.99712 4.53181 7.23833 0.00
H 0.97672 3.17681 9.05033 0.00
H -0.13628 1.05111 8.51133 -0.03
C -0.16958 -3.97809 -0.12117 0.00
C 1.32462 -3.91749 0.13143 0.00
Ge 2.17912 -2.50819 -1.05197 0.00
C 4.20742 -2.39319 -0.89937 0.00
C 4.69302 -1.02499 -1.34747 0.00
C 1.94022 -3.05479 -2.94507 0.00
C 1.37912 -2.03399 -3.60807 0.00
Ge 0.86852 -0.61509 -2.09527 0.00
C 1.77582 1.07931 -2.83027 0.00
C 0.91542 1.94711 -3.72367 0.00
C -1.16368 -0.88259 -2.17137 0.00
C -1.98368 0.23721 -2.78107 0.00
C 1.18852 -2.03109 -5.04897 0.00
C 2.04832 -2.73729 -5.89747 0.00
C 1.87772 -2.73329 -7.26647 0.00
C 0.84572 -2.00659 -7.83907 0.00
C -0.00798 -1.28659 -7.01777 0.00
C 0.16162 -1.30019 -5.64817 0.00
H -0.63138 -4.79589 0.43263 0.00
H -0.36498 -4.12269 -1.18337 0.00
H -0.63458 -3.04639 0.19623 0.00
H 1.79192 -4.87889 -0.08557 0.00
H 1.51082 -3.67899 1.17233 0.00
H 4.61232 -3.16669 -1.55447 0.00
H 4.54452 -2.58919 0.11143 0.00
H 4.21312 -0.74049 -2.28577 0.00
H 5.77492 -1.02119 -1.50167 0.00
H 4.45042 -0.27479 -0.59397 0.00
H 2.24722 -3.97849 -3.43007 0.00
H 2.66032 0.75511 -3.37897 0.00
H 2.10612 1.66101 -1.97267 0.00
H 0.54272 1.38731 -4.57727 0.00
H 1.48252 2.79621 -4.10687 0.00
H 0.07342 2.33911 -3.16357 0.00
H -1.47238 -1.03309 -1.13837 0.00
H -1.34988 -1.81399 -2.70897 0.00
H -1.79638 1.17371 -2.26417 0.00
H -3.04988 0.01531 -2.70367 0.00
H -1.74428 0.38231 -3.83267 0.00
H 2.86612 -3.29229 -5.46377 0.00
H 2.55322 -3.30219 -7.89507 0.00
H 0.71352 -1.99119 -8.91417 0.00
H -0.81318 -0.71059 -7.45807 0.00
H -0.50568 -0.74159 -5.01307 0.00
F 2.97132 -1.04119 1.53743 0.00
P 3.47812 -1.71669 2.97773 0.00
F 3.55362 -3.15769 2.24693 0.00
F 1.91762 -2.01109 3.34303 0.00
F 5.00552 -1.41529 2.52473 0.00
F 3.96922 -2.37419 4.36223 0.00
F 3.41532 -0.25909 3.67943 0.00
C 0.43442 0.60641 -0.11437 0.01
C -0.35978 1.55831 -0.09977 -0.01
C -1.19218 2.65811 -0.27927 0.00
C -0.56788 3.80931 -0.89387 0.00
C 0.78292 4.10191 -0.63887 0.00
C 1.43012 5.10721 -1.32367 0.00
C 0.76072 5.84781 -2.29057 0.00
C -0.57588 5.57971 -2.54687 0.00
C -1.23358 4.58271 -1.85757 0.00
C -2.58858 2.58401 0.03513 0.00
C -3.38398 3.73051 0.21733 0.00
C -4.73148 3.62321 0.48563 0.00
C -5.34378 2.38051 0.56993 0.00
C -4.56568 1.23791 0.43303 0.00
C -3.21368 1.33231 0.19863 0.00
H 1.30602 3.52211 0.11383 0.00
H 2.47012 5.32251 -1.11057 0.00
H 1.27742 6.62001 -2.84667 0.00
H -1.10598 6.14581 -3.30467 0.00
H -2.26368 4.35761 -2.09897 0.00
H -2.92728 4.71031 0.16823 0.00
H -5.32148 4.52041 0.62973 0.00
H -6.40808 2.30671 0.75473 0.00
H -5.03008 0.26331 0.50003 0.00
H -2.61058 0.44031 0.11083 0.00
N -1.53918 -1.41769 2.89153 0.02
C -2.54348 -2.33689 2.93753 0.00
C -2.25238 -3.68869 3.16173 0.00
C -3.25038 -4.63729 3.10803 0.00
C -4.56158 -4.26829 2.84653 0.00
C -4.86268 -2.93109 2.63803 0.00
C -3.87038 -1.97319 2.67773 0.00
H -0.72058 -1.61049 3.45403 0.00
H -1.81088 -0.44689 2.96213 0.00
H -1.22978 -3.96819 3.37103 0.00
H -3.01088 -5.68019 3.27373 0.00
H -5.34168 -5.01749 2.80653 0.00
H -5.88708 -2.63589 2.44733 0.00
H -4.10328 -0.92959 2.51363 0.00
```

***

Record 2
Molecular formula: C44H48BrCaGeN8O3STe
Method: DFT, ωB97M-V/def2-TZVPD

Results
LUMO level (alpha / beta)   -5.19 / -6.76 eV
Charge   +2
HOMO energy (alpha / beta)   -11.092 / -11.091 eV
Kohn-Sham gap (alpha / beta)   5.90 / 4.33 eV
Multiplicity   2

```
108
Properties=species:S:1:pos:R:3:mulliken_spin:R:1
Ca 0.79986 -0.07572 0.31498 -0.03
O 8.70463 -0.35256 -0.06382 0.00
N 7.78965 -0.27971 -0.85520 0.00
O 7.92406 -0.24245 -2.06154 0.00
C 6.41925 -0.21798 -0.28830 0.00
C 6.35457 -0.17225 1.06034 0.00
C 5.10901 -0.13761 1.74285 0.00
C 5.04085 -0.06209 3.14507 0.00
C 3.81321 -0.02592 3.75225 0.01
C 2.67245 -0.06457 2.94520 0.00
N 2.70612 -0.15582 1.62633 0.01
C 3.91098 -0.19075 1.01294 -0.01
C 3.97162 -0.25762 -0.43066 0.00
N 2.79796 -0.33556 -1.10060 0.00
C 2.80947 -0.32803 -2.41930 0.00
C 3.98156 -0.23388 -3.16555 0.00
C 5.18483 -0.19010 -2.51066 0.00
C 5.22157 -0.22492 -1.09765 0.00
H 7.26827 -0.16281 1.63706 0.00
H 5.95686 -0.02691 3.72138 0.00
H 3.71554 0.03326 4.82658 0.00
H 1.69024 -0.00628 3.39757 0.00
H 1.84704 -0.38140 -2.91687 0.00
H 3.93549 -0.18457 -4.24365 0.00
H 6.09868 -0.12055 -3.07160 0.00
O -1.10399 5.17989 4.55465 0.00
C -0.75485 4.06772 3.90813 0.00
C -1.40009 2.83973 4.06099 0.02
C -0.95985 1.76827 3.31437 0.03
N 0.05988 1.82970 2.45403 -0.02
C 0.66173 3.00674 2.33976 0.00
Br 2.12003 3.06534 1.13392 0.00
C 0.31960 4.14726 3.02342 0.00
H -1.85226 5.04154 5.14506 0.00
H -2.23056 2.72880 4.74700 0.00
H -1.43599 0.79769 3.40534 -0.01
H 0.84014 5.08408 2.88845 0.00
N 0.02055 -2.25682 -1.10210 0.02
C -0.27573 -3.68802 -0.99187 0.02
C 0.99132 -4.49866 -0.73264 -0.02
C 1.60537 -4.34147 0.65615 0.01
N 2.13689 -2.98529 0.89445 0.01
H -0.78598 -1.75798 -1.47279 0.01
H 0.76775 -2.13574 -1.78187 0.00
H -0.74535 -4.06798 -1.90633 0.00
H -0.97476 -3.83560 -0.16156 -0.01
H 1.73999 -4.24262 -1.49140 0.00
H 0.75746 -5.55508 -0.87337 0.00
H 2.37927 -5.10665 0.77110 0.00
H 0.83999 -4.53305 1.41444 0.00
H 2.80803 -2.75628 0.16668 0.00
H 2.65746 -2.98458 1.76626 0.00
N -5.53889 -3.23848 -0.06637 0.00
C -5.21942 -1.77988 0.12325 0.00
C -3.69790 -1.57963 0.17237 0.03
N -3.29976 -0.26452 0.60934 0.01
H -6.54455 -3.41194 -0.06128 0.00
H -5.11026 -3.78526 0.68269 0.00
H -5.16369 -3.57146 -0.95587 0.00
H -5.68220 -1.45703 1.05476 0.00
H -5.65838 -1.22541 -0.70538 0.00
H -3.29383 -1.73191 -0.83360 0.00
H -3.25070 -2.32124 0.84650 -0.01
H -3.69321 -0.02862 1.51392 -0.01
H -3.57808 0.43521 -0.07085 0.01
C 2.14488 2.91865 -5.07653 0.00
C 0.89497 2.36507 -5.31183 0.00
C 0.08976 1.97465 -4.24855 0.00
C 0.51900 2.11015 -2.92720 0.00
C 1.77835 2.67566 -2.71316 0.00
C 2.57978 3.08669 -3.76943 0.00
Ge -0.59281 1.53175 -1.36638 0.03
C -1.24652 3.25321 -0.61240 0.00
C -2.22275 3.26930 0.38481 0.00
C -2.69460 4.46294 0.91369 0.00
C -2.16964 5.67033 0.47538 0.00
C -1.19017 5.67474 -0.50705 0.00
C -0.74242 4.47690 -1.05159 0.00
C -2.23628 0.81846 -2.27890 0.00
C -3.49430 1.41062 -2.14408 0.00
C -4.62889 0.84696 -2.72135 0.00
C -4.52950 -0.32868 -3.45437 0.00
C -3.28461 -0.92135 -3.62638 0.00
C -2.15905 -0.34930 -3.04450 0.00
H 2.76810 3.23063 -5.90467 0.00
H 0.53463 2.25147 -6.32704 0.00
H -0.89238 1.56729 -4.45388 0.00
H 2.14199 2.81370 -1.69899 0.00
H 3.54272 3.54338 -3.57169 0.00
H -2.62395 2.32825 0.75350 0.00
H -3.47414 4.45433 1.66758 0.00
H -2.52532 6.60331 0.89404 0.00
H -0.78467 6.61258 -0.86602 0.00
H 0.00800 4.49515 -1.83284 0.00
H -3.58668 2.33926 -1.59087 0.00
H -5.58602 1.34514 -2.61941 0.00
H -5.40716 -0.75402 -3.92576 0.00
H -3.18770 -1.81241 -4.23651 0.00
H -1.18619 -0.80306 -3.22250 0.00
Te -0.52294 -2.08319 2.49321 0.78
C -1.68415 -3.42215 3.58308 -0.04
C -2.38915 -4.51562 3.13600 0.07
C -2.93351 -5.29259 4.17966 -0.01
C -2.63390 -4.78461 5.41267 0.09
S -1.66863 -3.38199 5.31058 0.01
H -2.47065 -4.77398 2.08620 0.00
H -3.51298 -6.19312 4.03661 0.00
H -2.91946 -5.16841 6.37991 0.00
```